{
  "formula": "C40H31Br3IN2OPSSn",
  "method": "wB97M-V/def2-TZVPD",
  "species": ["Sn", "C", "C", "C", "C", "C", "C", "Br", "C", "C", "Br", "C", "O", "C", "N", "H", "H", "H", "H", "H", "H", "N", "C", "C", "C", "C", "C", "C", "P", "C", "C", "C", "C", "C", "C", "C", "C", "C", "C", "C", "C", "H", "H", "H", "H", "H", "H", "H", "H", "H", "H", "H", "H", "H", "H", "H", "H", "Br", "C", "C", "C", "C", "C", "C", "I", "H", "H", "H", "H", "S", "C", "C", "C", "C", "C", "C", "H", "H", "H", "H", "H"],
  "coordinates": [[-1.7641, -0.9146, 0.1833], [-2.5110, 2.0849, -1.3475], [-2.6977, 2.1130, 0.1312], [-3.0541, 3.3002, 0.7961], [-3.1866, 3.3134, 2.1560], [-2.9883, 2.1363, 2.9145], [-3.1244, 2.0342, 4.3194], [-3.5576, 3.5489, 5.3459], [-2.9510, 0.8270, 4.9383], [-2.6272, -0.3270, 4.2025], [-2.4690, -1.9682, 5.0935], [-2.4594, -0.2804, 2.8371], [-2.1622, -1.3628, 2.1018], [-2.6483, 0.9727, 2.2012], [-2.5004, 1.0062, 0.8306], [-3.3943, 2.4789, -1.8515], [-2.3372, 1.0746, -1.7250], [-1.6591, 2.7047, -1.6363], [-3.2198, 4.1944, 0.2116], [-3.4565, 4.2270, 2.6695], [-3.0731, 0.7447, 6.0094], [-0.3414, -1.9368, -1.7010], [0.9946, -2.2949, -1.3072], [1.6850, -3.3047, -1.9627], [2.9694, -3.6363, -1.5637], [3.5768, -2.9684, -0.5057], [2.8898, -1.9733, 0.1624], [1.5944, -1.6301, -0.2369], [0.6942, -0.3866, 0.6707], [1.0607, -0.5708, 2.4135], [0.8044, -1.8107, 3.0048], [1.1282, -2.0148, 4.3324], [1.6937, -0.9841, 5.0752], [1.9446, 0.2481, 4.4904], [1.6329, 0.4614, 3.1557], [1.1262, 1.2545, 0.1094], [0.5127, 2.3691, 0.6926], [0.8711, 3.6397, 0.2803], [1.8383, 3.8032, -0.7063], [2.4492, 2.6990, -1.2816], [2.0906, 1.4205, -0.8824], [-0.3248, -1.2625, -2.4668], [-0.8437, -2.7582, -2.0339], [1.2161, -3.8251, -2.7888], [3.5027, -4.4210, -2.0833], [4.5793, -3.2326, -0.1988], [3.3469, -1.4683, 1.0047], [0.3558, -2.6149, 2.4326], [0.9334, -2.9732, 4.7932], [1.9421, -1.1467, 6.1155], [2.3944, 1.0436, 5.0686], [1.8538, 1.4164, 2.6994], [-0.2133, 2.2464, 1.4890], [0.4070, 4.5050, 0.7349], [2.1179, 4.7990, -1.0239], [3.2036, 2.8287, -2.0469], [2.5626, 0.5611, -1.3420], [-0.5889, 4.3441, -3.8669], [1.1657, 3.6973, -4.1365], [2.1876, 4.6331, -4.2365], [3.4954, 4.2152, -4.4213], [3.7889, 2.8618, -4.5121], [2.7712, 1.9252, -4.4228], [1.4598, 2.3426, -4.2336], [-0.0284, 0.8844, -4.1374], [1.9499, 5.6863, -4.1778], [4.2830, 4.9514, -4.5061], [4.8067, 2.5320, -4.6685], [2.9928, 0.8707, -4.5142], [-3.5774, -1.8658, -0.9781], [-2.8924, -3.5201, -1.0268], [-2.8283, -4.1739, -2.2539], [-2.2958, -5.4552, -2.3170], [-1.8153, -6.0706, -1.1682], [-1.8886, -5.4154, 0.0533], [-2.4395, -4.1429, 0.1341], [-3.2035, -3.6896, -3.1469], [-2.2609, -5.9729, -3.2663], [-1.4008, -7.0680, -1.2227], [-1.5409, -5.9041, 0.9538], [-2.5480, -3.6554, 1.0981]],
  "forces_ev_per_angstrom": [[0.14, -0.02, 0.04], [0.00, -0.01, 0.01], [0.00, 0.01, 0.00], [-0.02, 0.00, 0.00], [0.00, 0.01, 0.00], [0.00, -0.01, -0.02], [0.00, -0.02, 0.01], [0.00, 0.00, 0.00], [-0.01, 0.03, 0.01], [0.01, -0.03, -0.03], [0.00, 0.01, -0.01], [0.01, 0.03, 0.02], [-0.01, -0.09, -0.02], [0.02, 0.01, 0.00], [-0.04, -0.01, -0.02], [0.01, 0.01, 0.00], [-0.02, 0.00, 0.00], [-0.01, 0.00, 0.00], [0.00, 0.00, 0.00], [0.00, 0.00, 0.00], [0.00, 0.00, 0.00], [-0.03, -0.07, 0.08], [0.03, 0.00, -0.05], [-0.02, -0.04, 0.02], [0.00, 0.00, 0.00], [0.00, 0.00, 0.01], [-0.01, -0.01, 0.02], [0.01, 0.01, -0.02], [0.00, -0.03, 0.15], [-0.02, -0.02, -0.01], [0.00, 0.00, -0.01], [0.00, 0.01, 0.01], [-0.01, -0.01, 0.00], [0.00, 0.01, -0.01], [0.01, 0.01, -0.01], [-0.06, 0.04, -0.05], [0.02, -0.03, 0.02], [-0.01, 0.02, -0.02], [-0.02, -0.02, 0.04], [0.03, 0.07, 0.09], [-0.02, 0.01, -0.02], [0.06, 0.10, 0.08], [-0.01, 0.01, -0.02], [0.00, 0.00, 0.00], [0.00, 0.00, 0.00], [0.00, 0.00, 0.00], [0.00, 0.00, 0.00], [0.00, 0.00, 0.00], [0.00, 0.00, 0.00], [0.00, 0.00, 0.00], [0.00, 0.00, 0.00], [0.00, 0.01, 0.00], [0.00, 0.00, 0.00], [0.00, 0.00, 0.00], [0.01, 0.00, 0.00], [-0.05, 0.03, 0.13], [0.01, -0.01, 0.01], [0.05, -0.01, 0.01], [-0.01, -0.02, -0.02], [0.01, -0.01, 0.02], [0.02, 0.00, -0.01], [0.00, -0.02, -0.09], [-0.02, 0.00, -0.13], [0.00, 0.02, -0.02], [-0.05, -0.02, -0.11], [0.00, 0.00, 0.00], [0.01, 0.00, 0.00], [0.01, 0.00, 0.00], [0.00, -0.01, 0.00], [-0.04, 0.05, -0.06], [-0.03, 0.01, -0.01], [-0.01, 0.00, 0.01], [0.01, -0.01, 0.01], [0.00, 0.00, -0.02], [0.00, 0.01, 0.03], [0.03, -0.01, -0.01], [0.00, 0.00, 0.00], [0.00, 0.00, 0.00], [0.00, 0.00, 0.00], [0.01, 0.00, 0.00], [-0.02, -0.01, 0.00]],
  "de_lowest_ev": 0.867,
  "energy_ev": -291183.305,
  "orbital_gap_ev": 6.76,
  "spin_multiplicity": 1,
  "charge": 2
}